# C17H18ClFN6O

C17H18ClFN6O in the gas phase (ωB97M-V/def2-TZVPD, OMol25).

Structure (XYZ):
```
44
Properties=species:S:1:pos:R:3
C -2.5311 -1.9662 -1.1282
C -1.5110 -1.0890 -0.6804
N -1.7170 -0.1865 0.1986
C -0.7489 0.4917 0.6354
N -1.1044 1.2412 1.7108
C -2.4031 1.8648 1.9798
C -2.9317 2.9560 1.5496
C -3.2178 2.9098 -0.0344
C -4.8932 3.0298 -0.2831
C -5.2883 2.7911 1.0343
O -4.3257 3.1371 2.0974
C 0.5463 0.3394 0.1645
N 1.9418 1.0403 0.6599
N 2.7467 0.4457 -0.1585
N 2.1020 -0.4135 -1.1113
C 2.7494 -1.5353 -1.8330
C 4.1623 -1.9704 -1.0403
C 3.8680 -2.7586 0.0414
F 2.6078 -3.1616 0.3592
C 4.8456 -3.4481 0.6680
C 6.2117 -3.0407 0.1822
C 6.3972 -2.2376 -0.7373
C 5.4290 -1.5832 -1.5245
Cl 5.7558 -0.6138 -2.8352
C 0.7244 -0.5764 -0.7042
N -0.3614 -1.4253 -1.1827
H -2.0005 -2.7382 -1.8106
H -3.1995 -1.3507 -1.5707
H -2.7945 -2.4993 -0.4204
H -0.3152 1.9195 1.8770
H -2.4765 1.7758 3.2530
H -3.0410 0.8221 1.7350
H -2.3277 3.9816 1.6236
H -2.5360 3.4180 -0.5984
H -3.1561 1.7183 -0.3153
H -5.1819 2.4382 -0.9149
H -4.9893 3.9709 -0.7118
H -6.1050 3.2528 1.5048
H -5.4302 1.6797 1.4273
H 2.2527 -2.3543 -2.0795
H 3.1784 -0.6974 -2.5396
H 4.7642 -3.9905 1.7975
H 6.9694 -3.4528 0.7070
H 7.3344 -2.1346 -0.9921
```

**Multiplicity**: 1
**Structure (SMILES)**: Cc1nc(NC[C@H]2CCCO2)c2nnn(Cc3c(F)cccc3Cl)c2n1

***

# C17H18ClN3O3

C17H18ClN3O3 in the gas phase (ωB97M-V/def2-TZVPD, OMol25).

Structure (XYZ):
```
42
Properties=species:S:1:pos:R:3
C 5.5394 2.1635 1.6542
C 4.5711 1.3770 0.8300
C 4.7414 0.0080 0.6223
C 3.8183 -0.6783 -0.1413
C 2.7422 0.0200 -0.6864
C 1.6752 -0.6143 -1.5086
O 1.0713 -0.0163 -2.3809
N 1.4342 -1.9121 -1.2001
C 0.2951 -2.6214 -1.7312
C -0.5429 -3.2221 -0.5963
N -1.0844 -2.2122 0.2853
C -0.3718 -1.6685 1.2860
O 0.7669 -1.9939 1.5648
C -1.1184 -0.6154 2.1079
O -2.3420 -0.1930 1.5629
C -2.3320 0.6172 0.4589
C -1.1958 1.0148 -0.2329
C -1.3063 1.8081 -1.3627
C -2.5467 2.2222 -1.8104
C -3.6900 1.8405 -1.1273
C -3.5816 1.0407 -0.0063
Cl -4.9988 0.5317 0.8436
C 2.6768 1.3883 -0.4342
N 3.5524 2.0426 0.3023
H 5.2198 3.2000 1.6998
H 5.5945 1.7572 2.6627
H 6.5349 2.1134 1.2161
H 5.5891 -0.5024 1.0541
H 3.9479 -1.7344 -0.3302
H 1.8202 -2.2779 -0.3401
H -0.2857 -1.9043 -2.3204
H 0.6297 -3.4310 -2.3906
H -1.3670 -3.8041 -1.0105
H 0.0943 -3.8777 0.0062
H -2.0072 -1.8536 0.0951
H -0.4400 0.2246 2.3015
H -1.3736 -1.0701 3.0708
H -0.2184 0.6969 0.0937
H -0.4131 2.0727 -1.9048
H -2.6303 2.8374 -2.6921
H -4.6669 2.1519 -1.4613
H 1.8694 1.9782 -0.8480
```

**Multiplicity**: 1
**ΔE to the lowest compared entry with this formula, charge and spin**: 0.4 kcal per mole
**Structure (SMILES)**: Cc1ccc(C(=O)NCCNC(=O)COc2ccccc2Cl)cn1

***

# C17H18ClNO

C17H18ClNO in the gas phase (ωB97M-V/def2-TZVPD, OMol25).

Structure (XYZ):
```
38
Properties=species:S:1:pos:R:3
C -5.1721 -2.6887 -0.8039
C -5.2605 -1.3388 -0.0891
C -3.9156 -0.6702 -0.0466
C -3.0412 -0.8873 1.0085
C -1.7878 -0.3059 1.0388
C -1.3704 0.5250 -0.0017
N -0.1179 1.0958 -0.0283
C 0.6882 1.2584 1.1574
C 1.7200 2.3702 0.9388
C 2.5535 2.0569 -0.2872
O 2.3598 2.6429 -1.3308
C 3.5630 0.9756 -0.1858
C 4.1106 0.4966 -1.3784
C 5.0505 -0.5123 -1.3788
C 5.4596 -1.0548 -0.1686
Cl 6.6361 -2.3144 -0.1497
C 4.9347 -0.5906 1.0294
C 3.9912 0.4184 1.0189
C -2.2468 0.7377 -1.0692
C -3.4916 0.1465 -1.0886
H -4.4764 -3.3449 -0.2854
H -4.8169 -2.5530 -1.8230
H -6.1471 -3.1704 -0.8361
H -5.6289 -1.4943 0.9273
H -5.9739 -0.7006 -0.6153
H -3.3454 -1.5238 1.8281
H -1.1307 -0.5053 1.8714
H 0.0207 1.7914 -0.7458
H 1.2032 0.3137 1.3800
H 0.0605 1.5170 2.0238
H 1.1990 3.3134 0.7598
H 2.3435 2.4788 1.8248
H 3.7762 0.9359 -2.3062
H 5.4668 -0.8788 -2.3038
H 5.2677 -1.0182 1.9622
H 3.6072 0.7726 1.9624
H -1.9358 1.3759 -1.8849
H -4.1529 0.3295 -1.9241
```

**Multiplicity**: 1
**ΔE to the lowest compared entry with this formula, charge and spin**: 11.6 kcal per mole
**Structure (SMILES)**: CCc1ccc(NCCC(=O)c2ccc(Cl)cc2)cc1

***

# C17H18ClNO5

C17H18ClNO5 in the gas phase (ωB97M-V/def2-TZVPD, OMol25).

Structure (XYZ):
```
42
Properties=species:S:1:pos:R:3
C 5.2905 -3.4531 -1.6113
C 3.9467 -3.1597 -2.2673
O 3.5344 -1.8118 -2.0663
C 3.1850 -1.4965 -0.7696
C 3.9483 -0.5527 -0.0929
C 3.6533 -0.1976 1.2103
C 2.5970 -0.8060 1.8659
C 1.8098 -1.7238 1.1951
C 2.0685 -2.0572 -0.1312
O 1.2255 -2.9698 -0.7265
C 0.6212 -2.6007 -1.9547
C -0.4627 -1.5313 -1.7772
C 0.1029 -0.1084 -1.7982
O -0.9190 0.8596 -1.6334
C -1.4294 1.1049 -0.4179
C -0.9639 0.5747 0.7876
C -1.5621 0.9137 1.9835
C -2.6420 1.7864 1.9957
N -3.2685 2.1305 3.2406
O -4.2039 2.9015 3.2090
O -2.8226 1.6276 4.2515
C -3.1267 2.3343 0.8103
C -2.5237 1.9955 -0.3789
Cl -3.0959 2.6539 -1.8620
H 6.0463 -2.7628 -1.9777
H 5.5957 -4.4693 -1.8444
H 5.2148 -3.3470 -0.5307
H 4.0191 -3.2642 -3.3528
H 3.1888 -3.8565 -1.8902
H 4.7866 -0.1147 -0.6124
H 4.2604 0.5357 1.7179
H 2.3751 -0.5573 2.8922
H 0.9761 -2.2058 1.6840
H 0.1671 -3.5275 -2.3130
H 1.3634 -2.2595 -2.6836
H -0.9850 -1.7126 -0.8351
H -1.1890 -1.6221 -2.5863
H 0.8899 0.0262 -1.0492
H 0.5266 0.1058 -2.7831
H -0.1232 -0.1001 0.8018
H -1.2030 0.5068 2.9160
H -3.9658 3.0118 0.8371
```

**Multiplicity**: 1
**ΔE to the lowest compared entry with this formula, charge and spin**: 76.7 kcal per mole
**Structure (SMILES)**: CCOc1ccccc1OCCCOc1ccc([N+](=O)[O-])cc1Cl

***

# C17H18FN3O6S

A molecular structure, C17H18FN3O6S (ωB97M-V/def2-TZVPD, OMol25).

Structure (XYZ):
```
46
Properties=species:S:1:pos:R:3
O -1.1598 -0.4573 2.3068
C -1.4262 -1.3917 1.5093
N -2.6474 -1.4641 0.9956
H -2.8563 -2.3616 0.3508
C -3.8255 -0.7428 0.9664
C -4.1584 0.0084 -0.1478
C -3.3496 0.2630 -1.0623
C -4.0821 1.0314 -2.3436
C -5.3763 1.0703 -1.8144
O -5.3236 0.4427 -0.5034
H -6.3049 1.6203 -2.0954
H -3.8391 1.4719 -3.2752
H -2.1885 -0.0024 -1.3844
H -4.7573 -0.9413 1.5090
H -3.5264 0.1512 1.7347
C -0.6941 -2.5329 1.2218
O -0.9423 -3.5940 0.4545
N 0.5651 -2.3765 1.7077
C 1.8759 -2.8449 1.0109
H 2.5702 -2.8252 1.8971
H 1.5041 -4.0065 0.7838
C 2.0299 -2.1682 -0.0940
N 2.2275 -0.6967 0.0020
S 1.0482 0.0806 -0.8340
O -0.1669 -0.4033 -1.0070
O 1.6539 0.1490 -2.3738
C 1.1766 1.4636 -0.2540
C 1.8656 2.8335 -0.9380
C 1.8139 3.8891 -0.2120
C 1.3160 4.0738 0.9772
C 0.6139 3.2076 1.5089
C 0.5140 1.8209 0.8415
H 0.0352 1.0781 1.4565
H 0.1059 3.1616 2.4856
F 1.3120 5.2599 1.4830
H 2.4411 4.9501 -0.7665
H 2.2956 2.4841 -2.0436
C 3.6100 -0.4195 -0.0659
H 3.6296 0.5732 -0.8088
C 3.9739 -1.4621 -1.1269
H 5.2377 -1.8722 -0.9992
O 3.2613 -2.6350 -0.4606
H 3.6947 -1.4481 -2.2326
H 4.1172 -0.5459 0.6364
H 1.2539 -2.4035 -1.0624
H 0.8822 -1.4884 2.0667
```

**Multiplicity**: 1

***

# C17H18LiO11

A molecular structure, C17H18LiO11 (ωB97M-V/def2-TZVPD, OMol25).

Structure (XYZ):
```
47
Properties=species:S:1:pos:R:3
Li 0.5105 -0.4110 0.2730
C -0.9733 2.1067 -2.2932
C -1.5672 1.2490 -1.3765
C -3.0325 1.5689 -0.9489
O -3.5486 0.8371 -0.1001
C -3.6465 2.7402 -1.4618
C -3.0390 3.5999 -2.3966
C -1.6270 3.2379 -2.8582
O -1.0433 3.9777 -3.6648
O -3.6007 4.6153 -2.8611
O -0.9645 0.2580 -0.8672
H -0.0050 1.8055 -2.6780
H -4.6179 3.0033 -1.0601
C 1.7729 -3.4869 2.5974
C 1.0846 -2.5380 1.8462
C -0.2724 -2.0097 2.3791
O -0.8075 -1.1217 1.6810
C -0.8454 -2.6629 3.4773
C -0.1800 -3.6579 4.2290
C 1.2414 -4.0516 3.7878
O 1.8755 -4.8690 4.4610
O -0.6918 -4.2550 5.1901
O 1.4595 -2.0714 0.7398
H 2.7918 -3.7241 2.3089
H -1.8334 -2.3420 3.7923
C 2.2935 0.2516 -2.2441
O 2.0364 0.3458 -0.8734
C 2.4204 1.5888 -0.3269
C 2.1423 1.6903 1.1620
O 0.9381 1.1051 1.5263
C 0.6041 1.2884 2.8807
H 1.8483 1.0740 -2.8060
H 1.9091 -0.7111 -2.5807
H 3.3824 0.1738 -2.4162
H 1.9173 2.3804 -0.8984
H 3.5096 1.7082 -0.4578
H 2.1738 2.7470 1.4676
H 2.9518 1.1795 1.7146
H 1.3805 0.8196 3.5002
H -0.3731 0.8437 3.0307
H 0.5865 2.3620 3.1207
C -1.3974 -1.8985 -3.6629
O -1.1902 -1.9968 -2.2835
H -1.3862 -2.9034 -4.0993
H -2.3510 -1.4131 -3.9063
H -0.5864 -1.3367 -4.1560
H -1.2499 -1.0968 -1.8877
```

**Multiplicity**: 1
**ΔE to the lowest compared entry with this formula, charge and spin**: 0.0 kcal per mole
**Net charge**: -3

***

In Eh, the HOMO values for the records above are, in order, -0.3368, -0.3239, -0.2798, -0.3350, -0.3267, 0.0394.
In eV/Å, the F_max values for the records above are, in order, 16.72, 0.60, 0.61, 1.31, 19.05, 1.24.